1.
{
  "formula": "C24H25BeCl3NO3",
  "method": "the ωB97M-V functional and the def2-TZVPD basis",
  "homo_lumo_gap_ev": 5.1,
  "homo_energy_ev": -2.8,
  "total_charge": -1,
  "molar_mass_g_mol": 490.839,
  "spin_multiplicity": 1,
  "e_lumo_ev": 2.379,
  "max_force_ev_per_a": 3.922,
  "elements": ["C", "H", "C", "C", "C", "C", "C", "C", "H", "H", "C", "C", "C", "H", "H", "H", "H", "C", "C", "H", "C", "H", "C", "N", "H", "H", "Cl", "O", "Cl", "H", "C", "H", "H", "Be", "C", "C", "C", "H", "H", "C", "O", "H", "C", "Cl", "O", "H", "H", "C", "C", "C", "H", "C", "H", "H", "H", "H", "H"],
  "positions_angstrom": [[1.370, 1.660, -2.744], [-2.587, 0.191, 0.026], [3.933, 0.617, -3.312], [-1.466, 1.666, 2.727], [2.604, 0.245, 0.792], [-0.941, 0.271, -1.363], [2.787, -0.001, -3.827], [-2.467, 2.871, 2.661], [0.323, -3.438, 0.406], [-2.750, -0.922, 2.195], [0.004, -2.797, 2.534], [2.528, 2.293, -2.261], [-0.009, 2.241, -2.454], [2.425, 3.204, -1.670], [2.786, 0.075, -0.285], [-3.009, -0.269, -1.626], [4.925, 0.210, -3.522], [1.520, 0.530, -3.557], [-3.512, -2.450, -0.335], [0.068, 2.861, -1.550], [-1.401, -2.072, 0.852], [-3.490, -3.510, -0.066], [-2.252, -0.392, -0.846], [-1.059, 1.262, -2.304], [-2.001, 1.521, -2.605], [-1.040, -1.645, 4.160], [-1.675, 4.122, 3.641], [0.173, -0.132, -0.984], [-4.004, 2.297, 3.296], [2.951, -1.797, 1.656], [-0.259, -2.876, 1.136], [-4.091, -1.914, 0.429], [0.819, -3.289, 3.062], [0.547, 0.660, 1.975], [2.270, 1.470, 1.426], [2.615, -0.777, 1.799], [2.227, -0.225, 3.017], [-1.896, -2.442, -2.542], [2.312, 2.482, 1.009], [1.838, 1.186, 2.802], [-0.828, 1.467, 1.578], [-0.348, -2.262, -1.700], [-2.097, -1.872, -0.481], [-2.646, 3.439, 0.979], [-1.263, 1.027, 3.791], [2.876, -0.889, -4.460], [2.307, -0.680, 3.999], [-0.967, -1.945, 3.118], [-1.371, -2.624, -1.599], [3.800, 1.766, -2.524], [-0.281, 2.912, -3.294], [-1.847, -1.522, 2.084], [4.691, 2.269, -2.132], [0.629, 0.069, -3.981], [-1.353, -3.704, -1.408], [1.628, 1.912, 3.575], [-4.046, -2.351, -1.290]],
  "lowdin_charge": [-0.22, 0.11, -0.11, -0.71, -0.08, -0.41, -0.08, -1.50, 0.07, 0.08, -0.21, -0.06, -0.14, 0.11, 0.10, 0.11, 0.09, -0.05, -0.06, 0.12, -0.27, 0.09, -0.06, 0.06, 0.14, 0.07, 0.61, 0.04, 0.63, 0.10, -0.13, 0.08, 0.06, 0.38, -0.13, -0.10, -0.08, 0.08, 0.10, -0.24, -0.10, 0.07, -0.52, 0.59, 0.01, 0.10, 0.11, -0.19, -0.06, -0.10, 0.13, -0.15, 0.10, 0.11, 0.09, 0.12, 0.07]
}

***

2.
{
  "formula": "C3H18B3Be2Cl6",
  "method": "the ωB97M-V functional and the def2-TZVPD basis",
  "homo_lumo_gap_ev": 4.8,
  "homo_energy_ev": -13.2,
  "relative_energy_ev": 3.3257,
  "total_charge": 1,
  "molar_mass_g_mol": 317.355,
  "spin_multiplicity": 1,
  "e_lumo_ev": -8.417,
  "max_force_ev_per_a": 5.154,
  "elements": ["C", "H", "C", "H", "Be", "H", "Cl", "H", "H", "H", "H", "C", "B", "H", "Cl", "B", "H", "H", "H", "H", "Cl", "H", "Cl", "Cl", "H", "H", "Cl", "B", "H", "H", "Be", "H"],
  "positions_angstrom": [[-0.826, -3.644, 0.691], [-0.007, -0.320, 2.788], [-1.893, 3.469, -0.613], [0.006, -0.741, 0.479], [1.385, 0.819, 1.423], [1.238, 0.688, 3.769], [-3.327, 3.206, 0.393], [3.343, 1.898, 0.511], [3.098, 0.139, 0.046], [-0.896, -2.651, 1.129], [-2.118, 3.081, -1.604], [-1.980, -0.750, -2.878], [3.085, 1.204, -0.344], [-0.686, -3.507, -0.379], [-0.338, -0.250, -3.357], [0.147, 0.581, 3.462], [3.848, 1.275, -1.182], [-2.536, -1.322, -3.618], [-0.503, 0.530, 4.379], [0.813, 0.169, -0.888], [-0.560, 2.533, 0.037], [0.368, -1.654, -1.089], [-2.251, -4.609, 0.949], [0.585, -4.409, 1.415], [2.071, 1.462, -0.773], [1.725, -1.203, 0.002], [-2.975, 0.661, -2.592], [0.723, -0.843, -0.391], [-1.652, 4.524, -0.714], [-0.241, 1.487, 2.890], [2.336, -0.483, -1.975], [-1.983, -1.343, -1.965]],
  "lowdin_charge": [-1.10, -0.05, -0.99, 0.04, 0.85, -0.03, 0.55, 0.04, -0.05, 0.01, -0.02, -0.94, -0.34, 0.01, 0.56, -0.30, 0.03, 0.05, 0.02, -0.10, 0.58, -0.02, 0.56, 0.54, -0.06, -0.01, 0.61, -0.50, 0.05, -0.05, 1.06, 0.03]
}

***

3.
{
  "formula": "BrH2PS2",
  "method": "the ωB97M-V functional and the def2-TZVPD basis",
  "smiles": "S=PBr.S",
  "homo_lumo_gap_ev": 7.9,
  "homo_energy_ev": -9.6,
  "relative_energy_ev": 0.4982,
  "molar_mass_g_mol": 177.028,
  "spin_multiplicity": 1,
  "e_lumo_ev": -1.700,
  "max_force_ev_per_a": 1.922,
  "elements": ["S", "H", "S", "P", "Br", "H"],
  "positions_angstrom": [[1.609, -0.263, 0.244], [0.954, -1.415, -0.056], [-1.242, 2.377, -0.112], [-2.074, 0.923, -0.969], [-2.159, -0.791, 0.529], [2.912, -0.832, 0.364]],
  "lowdin_charge": [0.36, -0.23, 0.06, -0.06, 0.04, -0.17]
}

***

4.
{
  "formula": "C30H27AsCeF6N4S3",
  "method": "the ωB97M-V functional and the def2-TZVPD basis",
  "homo_lumo_gap_ev": [5.2, 5.2],
  "homo_energy_ev": [-6.9, -7.0],
  "molar_mass_g_mol": 868.801,
  "spin_multiplicity": 1,
  "e_lumo_ev": [-1.753, -1.754],
  "max_force_ev_per_a": 6.142,
  "elements": ["H", "H", "H", "H", "C", "H", "C", "F", "F", "C", "N", "H", "S", "H", "C", "As", "H", "C", "C", "F", "H", "H", "N", "C", "F", "C", "H", "H", "C", "C", "C", "H", "S", "H", "H", "C", "C", "F", "C", "C", "H", "H", "S", "H", "H", "C", "C", "C", "C", "H", "C", "H", "C", "C", "H", "H", "H", "N", "C", "H", "C", "H", "C", "C", "C", "C", "C", "N", "C", "Ce", "F", "H"],
  "positions_angstrom": [[7.918, 14.038, 17.898], [10.247, 10.904, 10.317], [11.021, 12.320, 9.219], [10.187, 18.371, 16.746], [8.077, 12.596, 7.439], [9.142, 7.836, 11.777], [10.178, 8.103, 11.645], [7.751, 10.727, 17.991], [10.183, 10.970, 18.030], [9.885, 16.318, 16.189], [9.305, 11.196, 10.706], [6.566, 13.971, 12.683], [11.713, 9.143, 15.517], [5.498, 13.026, 11.602], [8.920, 12.289, 8.553], [8.979, 10.097, 19.265], [10.770, 12.709, 7.524], [7.006, 11.378, 13.494], [4.824, 11.763, 14.478], [9.133, 8.654, 18.289], [12.978, 6.859, 10.046], [10.540, 16.403, 15.342], [7.889, 11.613, 12.432], [8.842, 17.350, 18.147], [8.861, 11.544, 20.167], [12.548, 11.046, 12.256], [8.716, 18.223, 18.823], [13.646, 11.044, 12.224], [8.410, 11.530, 9.641], [10.854, 7.637, 15.547], [9.681, 17.429, 17.032], [4.823, 13.927, 12.910], [9.111, 7.563, 15.161], [4.222, 10.421, 16.019], [7.711, 15.960, 19.398], [8.422, 14.973, 17.635], [6.215, 9.930, 15.234], [10.225, 9.725, 20.380], [9.042, 10.923, 12.036], [5.783, 12.148, 13.537], [8.460, 13.248, 6.666], [12.261, 11.347, 13.278], [11.671, 6.248, 15.938], [6.711, 10.300, 10.248], [6.169, 12.206, 6.493], [12.022, 9.696, 11.822], [8.296, 16.103, 18.475], [6.351, 11.228, 8.382], [5.659, 13.333, 12.660], [12.212, 11.837, 11.571], [10.322, 12.839, 8.551], [3.899, 12.305, 14.526], [5.041, 10.674, 15.339], [9.666, 13.867, 15.841], [6.219, 9.051, 15.864], [10.393, 13.933, 8.740], [13.790, 9.334, 10.616], [9.761, 12.719, 15.488], [7.267, 10.365, 14.415], [5.337, 10.849, 8.349], [11.069, 7.307, 10.846], [10.649, 6.363, 10.416], [12.377, 7.654, 10.581], [7.138, 10.951, 9.494], [10.643, 9.311, 12.152], [6.791, 12.025, 7.368], [9.316, 15.061, 16.503], [9.772, 10.227, 12.833], [12.829, 8.889, 10.989], [9.184, 10.332, 15.832], [7.692, 9.371, 20.188], [7.637, 12.346, 11.810]],
  "lowdin_charge": [0.12, 0.16, 0.05, 0.12, -0.02, 0.11, -0.02, -0.33, -0.38, -0.01, 0.13, 0.10, 0.51, 0.10, -0.20, 0.90, 0.10, -0.21, -0.04, -0.23, 0.12, 0.11, 0.14, -0.06, -0.22, -0.06, 0.12, 0.08, -0.19, -1.75, -0.06, 0.06, 0.52, 0.11, 0.12, 0.02, -0.14, -0.20, -0.35, -0.21, 0.11, 0.06, 0.50, 0.12, 0.11, -0.21, -0.06, -0.11, -0.05, 0.07, -0.05, 0.10, -0.07, -0.02, 0.11, 0.09, 0.12, 0.11, -0.24, 0.11, -0.08, 0.11, -0.12, -0.02, -0.25, -0.10, -0.20, 0.13, -0.06, 0.79, -0.22, 0.10]
}

***

5.
{
  "formula": "C4H9NO2S",
  "method": "the ωB97M-V functional and the def2-TZVPD basis",
  "smiles": "CN[C@@H](CS)C(=O)O",
  "homo_lumo_gap_ev": 9.5,
  "homo_energy_ev": -8.9,
  "relative_energy_ev": 1.7182,
  "molar_mass_g_mol": 135.188,
  "spin_multiplicity": 1,
  "e_lumo_ev": 0.603,
  "max_force_ev_per_a": 4.184,
  "elements": ["H", "H", "S", "C", "O", "H", "H", "H", "H", "H", "C", "H", "C", "O", "C", "H", "N"],
  "positions_angstrom": [[2.905, -1.360, -0.688], [0.882, 2.237, -0.143], [-1.092, 2.462, -1.395], [-1.297, -1.025, 1.451], [2.359, -0.581, -0.344], [-0.740, -0.261, -0.973], [-0.598, -1.803, 1.702], [1.103, 1.497, -1.703], [-1.438, -0.614, 2.469], [-2.099, 1.613, -1.195], [1.100, -1.001, -0.595], [-2.209, -1.318, 0.966], [0.112, 0.129, -0.339], [0.882, -2.102, -1.028], [0.408, 1.557, -0.831], [0.250, 0.359, 1.674], [-0.529, 0.210, 0.972]],
  "lowdin_charge": [0.16, 0.06, 0.69, -0.07, 0.09, 0.14, 0.06, 0.08, 0.08, -0.16, -0.50, 0.08, -0.38, 0.12, -0.49, 0.14, -0.08]
}

***

6.
{
  "formula": "H4O2",
  "method": "the ωB97M-V functional and the def2-TZVPD basis",
  "smiles": "O.O",
  "homo_lumo_gap_ev": 11.5,
  "homo_energy_ev": -10.9,
  "relative_energy_ev": 0.0184,
  "molar_mass_g_mol": 36.030,
  "spin_multiplicity": 1,
  "e_lumo_ev": 0.637,
  "max_force_ev_per_a": 0.163,
  "elements": ["H", "O", "H", "H", "O", "H"],
  "positions_angstrom": [[0.742, -1.814, 0.284], [0.667, -0.942, -0.113], [-1.644, 1.288, -0.374], [-0.365, 0.691, 0.203], [-0.970, 1.442, 0.292], [1.571, -0.665, -0.291]],
  "lowdin_charge": [0.05, -0.04, 0.03, -0.02, -0.07, 0.05]
}

***

7.
{
  "formula": "C13H35F6N10O10",
  "method": "the ωB97M-V functional and the def2-TZVPD basis",
  "homo_lumo_gap_ev": 5.9,
  "homo_energy_ev": -4.0,
  "relative_energy_ev": 8.9205,
  "total_charge": -1,
  "molar_mass_g_mol": 605.471,
  "spin_multiplicity": 1,
  "e_lumo_ev": 1.954,
  "max_force_ev_per_a": 11.448,
  "elements": ["F", "O", "H", "O", "H", "H", "O", "C", "N", "H", "N", "H", "H", "H", "F", "H", "C", "C", "O", "C", "H", "H", "N", "H", "F", "H", "N", "C", "H", "H", "H", "H", "H", "N", "N", "C", "H", "O", "H", "C", "H", "H", "H", "O", "C", "C", "C", "N", "H", "H", "H", "F", "O", "H", "H", "F", "H", "C", "H", "O", "C", "H", "H", "H", "H", "N", "N", "C", "N", "H", "O", "H", "F", "O"],
  "positions_angstrom": [[-1.689, 3.066, 4.106], [-0.429, -0.141, 0.068], [-0.567, 0.296, 0.912], [-1.123, 1.389, 2.189], [4.066, 0.472, 2.707], [1.388, -3.317, 0.629], [0.066, 1.220, -2.198], [-0.890, 3.598, 3.077], [-3.041, -3.734, 1.615], [-3.552, 0.287, 3.423], [-3.356, -4.215, -0.500], [3.799, -2.503, -2.901], [-2.910, -0.160, 1.803], [2.945, -2.696, 2.382], [-0.347, 0.764, -5.140], [3.919, -0.694, -1.916], [-2.565, -3.600, 0.400], [-0.173, 2.444, 2.358], [1.689, -0.894, 1.291], [-2.735, -0.187, 2.878], [-2.427, -3.342, 2.315], [-3.826, -4.297, 1.907], [-2.803, 2.082, -1.101], [0.940, 6.277, -4.456], [1.364, -0.393, -4.474], [2.568, 1.195, 2.172], [3.375, -1.783, 2.419], [-2.836, 3.224, -0.512], [-0.341, 0.465, -0.671], [-3.707, 4.004, 1.031], [-3.937, -5.000, -0.244], [4.269, -1.603, 2.853], [1.806, 1.877, -2.859], [-3.811, 3.292, 0.322], [3.147, 0.377, 2.298], [2.671, -0.766, 1.954], [1.762, -6.551, 1.754], [-1.558, -2.961, 0.324], [2.365, -0.087, -1.278], [0.809, 1.760, -3.285], [0.161, -0.893, 0.163], [1.262, 3.962, -5.207], [0.555, 1.922, 2.979], [3.092, -4.571, 1.879], [1.080, 4.094, -4.141], [2.390, -2.010, -1.594], [-1.350, 0.345, 3.144], [3.026, -2.804, -2.326], [2.675, -3.750, -2.383], [-0.192, 5.777, -3.313], [-2.826, -1.107, 3.455], [-1.649, 4.444, 2.362], [0.315, 3.092, -3.507], [-3.306, 1.336, -0.643], [0.445, -5.793, 2.701], [-0.040, 4.339, 3.812], [-0.717, -0.435, 2.720], [0.835, 0.888, -4.593], [-1.169, 0.491, 4.209], [0.532, 2.582, 1.112], [0.278, 5.440, -4.236], [2.095, 4.000, -3.754], [-3.211, -4.065, -1.488], [-4.361, 2.489, 0.594], [-0.357, 5.543, -5.116], [2.947, -0.814, -1.670], [1.166, -5.771, 1.994], [1.919, -4.707, 1.793], [1.096, -3.902, 1.399], [0.206, -4.323, 1.174], [-2.122, 4.069, -0.908], [-2.125, 1.988, -1.844], [1.598, 1.391, -5.443], [1.426, -2.420, -0.975]],
  "lowdin_charge": [0.05, 0.23, 0.07, -0.17, 0.11, 0.08, -0.24, -0.49, 0.14, 0.07, 0.16, 0.12, 0.08, 0.06, 0.17, 0.12, -0.74, -0.42, 0.05, -0.08, 0.11, 0.10, 0.18, 0.05, 0.07, 0.10, 0.19, -0.87, 0.07, 0.10, 0.10, 0.10, 0.13, 0.17, 0.19, -0.76, 0.11, 0.07, 0.11, -0.38, 0.08, 0.09, 0.12, 0.07, -0.26, -0.76, -0.25, 0.17, 0.13, 0.07, 0.06, 0.14, -0.09, 0.10, 0.11, 0.11, 0.10, -0.65, 0.12, -0.23, -0.07, 0.11, 0.11, 0.10, 0.06, 0.20, 0.12, -0.85, 0.19, 0.11, 0.09, 0.10, 0.20, 0.02]
}

***

8.
{
  "formula": "C12H19AuClIN4O5",
  "method": "the ωB97M-V functional and the def2-TZVPD basis",
  "homo_lumo_gap_ev": [1.3, 8.1],
  "homo_energy_ev": [2.3, -3.7],
  "total_charge": -2,
  "molar_mass_g_mol": 658.631,
  "spin_multiplicity": 3,
  "e_lumo_ev": [3.551, 4.385],
  "max_force_ev_per_a": 3.630,
  "elements": ["C", "C", "C", "Cl", "N", "H", "C", "H", "H", "H", "H", "O", "C", "N", "C", "H", "N", "O", "H", "O", "H", "C", "C", "H", "C", "Au", "H", "H", "H", "H", "O", "H", "H", "C", "H", "C", "O", "H", "C", "I", "H", "H", "N"],
  "positions_angstrom": [[2.114, -3.251, -1.277], [1.967, 1.625, 1.715], [-0.236, 1.879, 0.527], [-0.136, -0.422, 3.538], [0.706, 2.287, 1.396], [-1.687, -2.967, 0.587], [0.429, 3.564, 1.837], [1.095, 4.128, 2.459], [-2.324, 2.737, -1.220], [-0.531, -0.546, -3.513], [-1.310, 4.808, 1.401], [-3.519, -0.918, -0.578], [2.827, -0.877, -0.884], [1.837, -1.941, -0.930], [-0.755, 3.897, 1.311], [3.077, -3.576, -1.611], [-0.005, -3.006, -0.717], [-0.746, -0.996, 4.684], [-1.958, 0.308, -4.333], [-1.172, -0.424, 2.470], [2.258, 1.923, 2.724], [0.954, -3.924, -1.140], [-1.361, -3.405, -0.369], [-2.062, -3.159, -1.177], [-2.474, 2.793, -0.131], [-0.012, 0.172, -0.478], [1.836, 0.539, 1.700], [0.735, -4.961, -1.336], [2.734, 1.944, 0.995], [3.744, -1.219, -1.367], [1.062, -1.162, 3.095], [-1.003, 1.123, -3.050], [3.025, -0.586, 0.157], [-0.939, 0.407, -3.864], [-3.025, 3.703, 0.156], [0.526, -1.765, -0.695], [0.318, 0.972, 3.769], [-3.065, 1.922, 0.179], [-3.036, -0.915, 0.479], [0.254, 0.951, -5.413], [-1.377, -4.496, -0.268], [2.434, 0.015, -1.397], [-1.198, 2.817, 0.568]],
  "lowdin_charge": [-0.08, -0.07, -0.36, 0.68, -0.15, 0.06, -0.08, 0.11, 0.08, -0.05, 0.10, -0.02, -0.09, -0.17, -0.08, 0.10, -0.14, -0.36, -0.01, -0.47, 0.08, -0.09, -0.06, 0.07, -0.04, 0.80, 0.04, 0.10, 0.09, 0.08, -0.40, -0.07, 0.07, -0.84, 0.08, -0.34, -0.40, 0.07, 0.00, -0.21, 0.08, 0.05, -0.14]
}